Entry 1:
Density functional theory data (wB97M-V/def2-TZVPD) for a molecular structure, C41H62BN9O in a non-equilibrium geometry.

The geometry in XYZ format:
```
114
C41H62BN9O | OMol25 | wB97M-V/def2-TZVPD
C -1.59063 2.47000 -2.51132
C -2.92263 2.25600 -1.89932
C -3.08463 0.78500 -1.41732
C -4.34963 0.51500 -0.52232
C -4.45463 1.53500 0.65368
C -4.25763 2.97700 0.17668
N -3.27363 3.20200 -0.83632
O -2.72963 4.39100 -0.97232
C -3.85063 3.80100 1.48968
C -5.54963 3.53900 -0.23632
C -3.90963 2.62100 -3.01232
H -0.88363 2.34400 -1.49032
H -1.46863 3.50900 -2.93232
H -1.41163 1.74800 -3.23532
H -2.08763 0.57800 -0.96932
H -2.99163 0.06000 -2.22232
H -4.44063 -0.41300 -0.08532
H -5.14863 0.73400 -0.92332
H -3.79463 1.10700 1.33168
H -5.37163 1.46200 1.06968
H -3.91963 4.75200 1.23168
H -2.85363 3.82600 1.85268
H -4.42863 3.36500 2.39268
H -5.97963 2.70500 -0.96832
H -5.34663 4.48200 -0.86932
H -6.31363 3.74000 0.53468
H -3.87663 3.58800 -3.33432
H -4.98863 2.21800 -2.77232
H -3.60063 2.02500 -3.88532
B 0.69737 0.57800 0.62868
H 1.57837 0.36200 1.30268
H 0.01637 1.48900 0.92268
H 1.30837 0.58200 -0.70132
H -0.13663 -0.19200 0.65768
N 7.50237 -0.25100 0.72868
C 7.07437 -0.27600 1.92368
C 5.55337 -0.15800 1.84068
C 5.32737 0.07700 0.40168
C 6.59637 0.05900 -0.31632
H 8.53037 -0.08000 0.52868
H 7.88237 -0.33200 2.68468
H 4.81437 -0.15100 2.42268
H 4.27937 0.37600 0.10268
H 6.65937 0.32700 -1.39932
N 1.98737 -2.42900 0.17468
C 1.37637 -3.44100 -0.61632
C 1.88937 -4.75400 0.07968
C 2.94237 -4.30000 1.09268
C 2.97437 -2.73900 1.02368
H 1.79337 -1.55300 -0.00832
H 0.56337 -3.22400 -1.22232
H 1.65637 -5.80300 -0.04732
H 3.33637 -4.91300 1.87568
H 3.40237 -2.18300 1.71468
N -0.06963 -3.82200 2.27968
C -0.35663 -5.04700 2.66568
C -1.06063 -4.96800 4.05568
C -1.16063 -3.44900 4.36068
C -0.47863 -2.77200 3.22568
H 0.67037 -3.58700 1.49668
H 0.02937 -5.88000 2.25168
H -1.22263 -5.82100 4.79368
H -1.52763 -3.10700 5.21868
H -0.55663 -1.70000 2.97368
N 2.59637 3.25500 0.67368
C 3.97737 3.35400 0.43468
C 4.40737 4.69000 1.10568
C 3.20537 5.21500 1.76768
C 2.08737 4.24900 1.44768
H 2.10737 2.44600 0.40368
H 4.64037 2.73300 -0.28732
H 5.47437 4.89200 1.04568
H 3.12537 6.15800 2.43568
H 0.99637 4.44100 1.63468
N -2.47263 -3.75200 0.81268
C -3.58663 -4.58800 0.85968
C -4.49163 -4.14000 -0.30232
C -3.81863 -3.01200 -0.99432
C -2.45263 -2.84600 -0.25432
H -1.79363 -3.81400 1.43468
H -3.84863 -5.41500 1.65068
H -5.40063 -4.81500 -0.54032
H -4.10763 -2.45200 -1.95732
H -1.48963 -2.04400 -0.61132
N 0.62437 -1.20100 -4.57832
C 0.29837 -1.86000 -5.77032
C -1.22663 -2.05000 -5.75632
C -1.63863 -1.46500 -4.41332
C -0.38363 -0.97600 -3.74832
H 1.62237 -0.97100 -4.20632
H 1.16937 -2.07400 -6.46732
H -1.78763 -2.47100 -6.44532
H -2.70463 -1.48400 -4.19432
H -0.13463 -0.59900 -2.87432
N 3.98737 -1.15300 -3.78032
C 4.46937 -0.31800 -4.88632
C 3.81337 1.07800 -4.71232
C 3.05037 1.06400 -3.41432
C 3.26637 -0.45000 -2.79132
H 4.32337 -2.04400 -3.65232
H 4.85337 -0.71600 -5.80332
H 4.02037 1.90400 -5.20432
H 2.47737 1.93700 -2.93332
H 3.04337 -0.86700 -1.68832
N 0.14437 1.77600 5.73668
C -1.06063 1.56000 6.33568
C -2.01863 0.91600 5.22268
C -1.10763 0.97300 3.94868
C 0.17937 1.51100 4.29068
H 1.01837 2.00200 6.42368
H -1.14563 1.77000 7.48768
H -3.07663 0.44600 5.46168
H -1.31463 0.65700 3.14968
H 1.09037 1.71000 3.74968
```

Values from the calculation:
Lowest unoccupied orbital energy: -4.1448 eV
Total energy: -59627.881 eV
HOMO level: -7.026 eV
Total charge: 0

=====

Entry 2:
Density functional theory data (wB97M-V/def2-TZVPD) for a molecular structure, C41H62Br2GeHgN4P3S3.

The geometry in XYZ format:
```
117
C41H62Br2GeHgN4P3S3 | OMol25 | wB97M-V/def2-TZVPD
Hg -0.40133 2.21844 0.66714
C 2.48131 -1.77273 4.42593
C 1.00571 -1.39402 4.32014
C 0.20909 -2.54748 3.71896
P 0.58962 0.19434 3.43142
C 1.85956 0.24441 2.06867
N 1.52434 -0.64801 0.96457
Ge -0.03563 -0.22134 -0.13261
N 0.35465 -0.07831 -2.02691
C 0.29513 1.20808 -2.70780
P 1.36964 2.47188 -1.88520
C 2.94325 1.52691 -1.59893
C 3.41410 0.51526 -2.64118
C 4.04828 2.51977 -1.23391
C 1.66878 3.68167 -3.26098
C 0.34669 4.40625 -3.53663
C 2.28174 3.17958 -4.56657
C 0.17956 -1.19776 -2.81218
C -0.13595 -1.21322 -4.17959
C -0.31154 -2.41321 -4.85555
C -0.19564 -3.63305 -4.20689
C 0.12880 -3.63534 -2.85494
C 0.32951 -2.44509 -2.19122
N 0.72590 -2.35888 -0.81133
C 2.14606 -2.32335 -0.59210
C 3.05761 -3.10628 -1.26403
C 4.40858 -3.03921 -0.93770
C 4.80619 -2.17242 0.06855
C 3.89257 -1.36303 0.73155
C 2.52710 -1.41119 0.40954
C -0.00605 -3.24376 0.05276
C 0.43500 -4.48953 0.43928
C -0.37929 -5.30011 1.22393
C -1.63008 -4.82714 1.59000
C -2.06201 -3.55909 1.22262
C -1.24183 -2.71723 0.45928
N -1.53859 -1.42778 0.06002
C -2.83234 -0.91638 0.48333
P -3.53769 0.40963 -0.61164
C -4.23562 -0.60811 -2.01797
C -3.08570 -1.10910 -2.89465
C -5.17226 -1.75958 -1.66129
C -5.05147 0.71685 0.42073
C -4.68119 1.52469 1.66490
C -6.10786 1.47046 -0.38531
C 1.24803 1.52830 4.56754
C 0.80932 1.27362 6.00907
C 2.73812 1.86500 4.50599
H 2.59996 -2.64798 5.07169
H 3.09248 -0.97158 4.84102
H 2.88464 -2.03885 3.44567
H 0.61421 -1.22160 5.32769
H 0.54453 -2.76740 2.70646
H -0.85618 -2.31821 3.67520
H 0.33812 -3.45455 4.31658
H 2.82673 -0.01141 2.49284
H 1.93748 1.28019 1.72689
H -0.72168 1.62388 -2.74821
H 0.63786 1.08233 -3.73420
H 2.69727 0.95614 -0.69419
H 3.74891 0.99846 -3.55903
H 2.63442 -0.20521 -2.89227
H 4.26169 -0.04971 -2.24085
H 4.39990 3.05254 -2.12156
H 4.90406 1.99472 -0.80242
H 3.70413 3.26749 -0.51566
H 2.35851 4.40313 -2.81049
H -0.35674 3.74759 -4.05355
H 0.51722 5.27380 -4.17868
H -0.13172 4.75112 -2.62024
H 1.67654 2.39550 -5.02709
H 3.29155 2.79495 -4.43420
H 2.33449 4.00436 -5.28336
H -0.29056 -0.29230 -4.72182
H -0.56413 -2.38398 -5.90869
H -0.35625 -4.56371 -4.73381
H 0.20992 -4.56791 -2.30924
H 2.71752 -3.76189 -2.05624
H 5.12904 -3.65123 -1.46305
H 5.85318 -2.10645 0.33966
H 4.25837 -0.67387 1.47848
H 1.42067 -4.82335 0.13883
H -0.03939 -6.27839 1.53579
H -2.28503 -5.44493 2.19270
H -3.02473 -3.22050 1.57723
H -2.82991 -0.56177 1.52187
H -3.55735 -1.73091 0.43344
H -4.79775 0.13055 -2.60026
H -2.48640 -1.85649 -2.37221
H -2.41402 -0.29693 -3.17716
H -3.47106 -1.56334 -3.81182
H -4.64289 -2.55094 -1.12585
H -5.57151 -2.21199 -2.57369
H -6.01882 -1.44314 -1.05012
H -5.45459 -0.25495 0.73325
H -4.33479 2.51625 1.38112
H -3.88991 1.06400 2.25773
H -5.55373 1.64742 2.31247
H -5.70017 2.41632 -0.75155
H -6.96657 1.70369 0.24922
H -6.46920 0.90270 -1.24431
H 0.69735 2.40998 4.22797
H 1.40973 0.48953 6.47653
H -0.24137 0.98087 6.06721
H 0.92912 2.18453 6.59952
H 3.36587 1.01783 4.78601
H 2.95718 2.67804 5.20377
H 3.04475 2.20031 3.51555
Br 0.88021 5.48581 0.58571
C 0.71381 3.85223 1.64502
Br -2.26517 3.64257 3.68681
H 0.26737 4.18055 2.57751
H 1.73929 3.53397 1.82434
S -3.36310 6.71905 0.23837
C -2.82284 5.18212 0.66349
S -2.84873 5.48632 2.36979
S -2.45392 3.85123 -0.24650
```

Values from the calculation:
Lowest unoccupied orbital energy: 2.3653 eV
Total energy: -310636.252 eV
HOMO level: -4.918 eV
Total charge: -1

=====

Entry 3:
Density functional theory data (wB97M-V/def2-TZVPD) for a molecular structure, C41H63GeN8O2STa in a non-equilibrium geometry.

The geometry in XYZ format:
```
117
C41H63GeN8O2STa | OMol25 | wB97M-V/def2-TZVPD
Ta 12.71868 15.38808 11.79691
C 13.03638 16.09602 16.18953
C 13.34805 15.74203 14.75082
N 12.39387 15.51666 13.87565
O 11.09629 15.52885 14.49134
C 14.66165 15.73331 14.13948
C 15.88875 16.27499 14.85689
N 14.69978 15.35021 12.88657
O 16.05035 15.32911 12.23959
H 13.41774 15.31539 16.81484
H 11.99539 16.23527 16.44816
H 13.69421 16.98666 16.37940
H 10.70200 14.66018 14.25094
H 16.60894 15.46983 14.97998
H 15.68280 16.75703 15.84065
H 16.29792 16.96218 14.09532
C 12.07008 21.92744 13.51652
C 10.69940 21.58351 12.95665
C 9.66020 22.46235 13.16970
C 8.33380 22.14169 12.72285
C 8.13352 21.03799 11.87608
C 9.22212 20.18679 11.65250
C 10.47980 20.36403 12.29919
N 11.58910 19.57618 11.95224
C 11.51153 18.21094 11.84110
N 10.41126 17.50604 12.18078
C 9.97887 16.31733 11.45970
C 10.91429 15.45678 10.86546
C 10.37092 14.53540 9.85989
C 9.01607 14.54954 9.55092
C 8.08541 15.31218 10.32355
C 8.57960 16.10574 11.35293
C 7.63973 16.63214 12.38693
N 12.63403 17.53065 11.42591
C 13.72518 18.28904 10.74241
C 14.82233 18.73102 11.49402
C 15.87789 19.45206 10.94382
C 15.83748 19.72995 9.55079
C 14.78117 19.40036 8.75408
C 13.65038 18.69740 9.34507
C 12.41734 18.33468 8.59925
H 12.71449 22.34612 12.69684
H 12.61031 21.10278 14.05920
H 11.92114 22.69527 14.27263
H 9.89873 23.40547 13.63140
H 7.48643 22.75681 13.07583
H 7.18250 20.78774 11.38589
H 9.16844 19.37122 10.89455
H 12.47497 20.04858 11.87650
H 9.70932 18.00048 12.73370
H 11.06345 13.82666 9.30341
H 8.70037 13.91735 8.67908
H 7.00188 15.13572 10.17453
H 6.66193 16.07471 12.28161
H 7.25621 17.64712 12.14883
H 7.99791 16.56842 13.41925
H 14.91774 18.47527 12.55668
H 16.70536 19.75640 11.57257
H 16.67428 20.27580 9.11971
H 14.75492 19.58186 7.71451
H 11.55648 18.93974 8.96108
H 12.10420 17.32429 8.78310
H 12.59444 18.52743 7.51183
C 15.40278 15.37742 8.03074
C 14.51867 15.17528 9.21287
N 13.90832 15.07790 10.21047
H 16.24136 14.64563 8.06991
H 15.82795 16.38449 8.14820
H 14.89450 15.28248 7.05856
C 19.57498 10.91755 9.89827
C 18.11593 11.11559 10.45142
C 17.34730 12.37458 10.01334
C 17.92559 13.68383 10.53398
Ge 17.48736 14.31070 12.37656
C 17.69322 12.92789 13.80363
C 16.50231 12.01814 14.04158
C 16.84251 10.51675 14.39330
C 17.75455 10.36342 15.58730
H 20.16816 10.57467 10.70738
H 19.94598 11.84038 9.40057
H 19.54840 10.10326 9.17426
H 18.24639 10.93922 11.52403
H 17.54468 10.16557 10.25854
H 16.29159 12.33749 10.24191
H 17.39448 12.36293 8.88300
H 17.51176 14.56349 10.03681
H 18.97976 13.77156 10.33919
H 18.74478 15.15840 12.60154
H 17.85128 13.43495 14.71316
H 18.53318 12.29934 13.59162
H 15.75579 12.07766 13.26717
H 16.02602 12.38104 14.96391
H 17.26553 10.14414 13.45167
H 15.94300 9.98592 14.56896
H 18.77540 10.68360 15.35845
H 17.87604 9.28195 15.86096
H 17.33496 10.91793 16.48053
C 10.54391 8.90130 13.41378
C 10.72168 10.40740 12.99919
N 11.21258 10.49413 11.65947
C 12.01592 11.46717 11.19204
S 12.75673 12.63893 12.27455
N 12.41294 11.48864 9.94241
C 11.94789 10.60867 8.82920
C 12.92719 9.48430 8.51918
H 10.51569 8.77863 14.50017
H 11.48205 8.47445 13.05973
H 9.70189 8.41982 12.98008
H 11.38180 11.03379 13.63200
H 9.78369 10.90133 13.07990
H 10.82456 9.86608 10.93588
H 13.02487 12.27214 9.73842
H 11.73320 11.27838 7.98148
H 10.95481 10.27723 9.00887
H 13.95935 9.89201 8.23790
H 12.51972 8.85754 7.72773
H 13.07798 8.80770 9.35792
```

Values from the calculation:
Lowest unoccupied orbital energy: -13.2524 eV
Total energy: -128416.368 eV
HOMO level: -17.437 eV
Total charge: +4

=====

Entry 4:
Density functional theory data (wB97M-V/def2-TZVPD) for a molecular structure, C41H67BFN5O4P2Ti in a non-equilibrium geometry.

The geometry in XYZ format:
```
122
C41H67BFN5O4P2Ti | OMol25 | wB97M-V/def2-TZVPD
Ti -0.16724 1.20200 0.04442
C -0.22819 0.33745 -5.66419
C -0.89489 0.58095 -4.31136
C -1.03434 2.08991 -4.08177
C -2.30531 -0.00861 -4.33407
P 0.01736 -0.09750 -2.76860
C 1.68166 0.75353 -2.96116
N 1.53687 2.09906 -2.46825
B 0.82603 2.53048 -1.29332
N 0.92000 3.95219 -1.32402
C 0.45485 4.93443 -0.37552
P -0.84357 4.20447 0.76458
C -2.38930 5.09665 0.06788
C -3.58683 4.63724 0.90278
C -2.40376 6.62229 -0.01113
C -2.51604 4.53631 -1.35590
C -0.27535 4.98646 2.41290
C -1.08983 4.34062 3.53591
C 1.19607 4.59459 2.61507
C -0.39720 6.50622 2.48430
C 1.59261 4.35272 -2.46482
C 1.88653 5.61720 -2.95018
C 2.51790 5.70992 -4.17904
C 2.86684 4.57398 -4.89974
C 2.60369 3.30595 -4.41146
C 1.96399 3.20151 -3.18657
C 0.49484 -1.93266 -3.04249
C 0.96828 -2.36965 -4.42584
C 1.63253 -2.21762 -2.05056
C -0.75620 -2.74312 -2.67707
H -0.58625 1.08488 -6.37079
H 0.85393 0.42111 -5.62256
H -0.48262 -0.63928 -6.06543
H -1.81033 2.47972 -4.73696
H -1.31960 2.29545 -3.04686
H -0.11713 2.62237 -4.31225
H -2.85334 0.40924 -5.17744
H -2.29128 -1.08809 -4.45134
H -2.84267 0.24062 -3.42044
H 2.43133 0.21271 -2.36935
H 2.01233 0.76217 -4.00349
H 1.30162 5.29538 0.21676
H 0.03164 5.78732 -0.91468
H -3.56251 5.08472 1.89499
H -4.51739 4.94335 0.42529
H -3.59193 3.55142 1.00851
H -2.57931 7.07136 0.96005
H -1.49036 7.03884 -0.42729
H -3.22310 6.92821 -0.66119
H -2.40063 3.45028 -1.35882
H -3.49524 4.78093 -1.76421
H -1.76498 4.95882 -2.02018
H -0.79963 3.29888 3.65312
H -0.88556 4.85383 4.47574
H -2.15849 4.38419 3.34678
H 1.39296 3.60196 2.21124
H 1.88526 5.30503 2.16467
H 1.41703 4.56333 3.67890
H -1.42678 6.81766 2.62785
H 0.17966 6.86586 3.33562
H -0.00767 6.98591 1.59000
H 1.62416 6.50696 -2.40032
H 2.73846 6.68347 -4.58449
H 3.34226 4.67951 -5.86171
H 2.87426 2.43464 -4.99213
H 1.77149 -1.74501 -4.81058
H 1.34323 -3.39085 -4.35567
H 0.14832 -2.37081 -5.13502
H 2.58759 -1.91641 -2.47315
H 1.50316 -1.68676 -1.10598
H 1.69569 -3.28672 -1.85168
H -1.46879 -2.73661 -3.49723
H -0.50605 -3.78595 -2.48491
H -1.26233 -2.31982 -1.80783
C 1.67838 -3.44869 6.04112
C 0.30157 -2.97396 5.58950
N 0.32781 -2.44789 4.23211
C 0.47172 -1.12113 4.06895
C 0.43523 -0.48834 2.85935
C 0.59682 1.01621 2.84351
O 1.10710 1.56691 3.79953
O 0.15862 1.60622 1.79033
C 0.24819 -1.22308 1.65042
O 0.18954 -0.70615 0.49649
C 0.16787 -2.66343 1.83576
C 0.04969 -3.49322 0.71693
C 0.05569 -4.85562 0.85055
F -0.05434 -5.60717 -0.26935
C 0.15374 -5.47087 2.10367
C 0.22321 -4.64833 3.22163
C 0.23352 -3.25424 3.12062
N 0.21006 -6.86722 2.29097
C -0.96034 -7.48320 2.88230
C -0.56783 -8.83286 3.47475
N -0.00645 -9.68914 2.39775
C 1.17574 -9.02710 1.78472
C 0.73173 -7.68331 1.21325
H 1.61876 -3.82884 7.05661
H 2.38120 -2.62155 6.01883
H 2.06376 -4.23281 5.39605
H -0.03310 -2.16981 6.24872
H -0.43514 -3.77881 5.64926
H 0.60907 -0.52180 4.95908
H -0.06464 -3.04642 -0.25435
H 0.29901 -5.12769 4.18144
H -1.76208 -7.62391 2.13664
H -1.34998 -6.84508 3.67460
H -1.43292 -9.31897 3.92552
H 0.20387 -8.68833 4.23196
H -0.72061 -9.81682 1.66778
H 0.23877 -10.61717 2.76094
H 1.58145 -9.65124 0.98804
H 1.93401 -8.88866 2.55762
H -0.01325 -7.85905 0.42157
H 1.59364 -7.18816 0.76586
C -2.23453 0.84611 -0.07491
H -2.50306 0.47927 0.92799
H -2.45595 0.04395 -0.78984
H -2.91292 1.67059 -0.30125
O 2.53872 1.00560 0.52390
H 2.84442 1.34819 1.37551
H 3.12178 1.39622 -0.13873
```

Values from the calculation:
Lowest unoccupied orbital energy: -5.2765 eV
Total energy: -104322.559 eV
HOMO level: -11.240 eV
Total charge: +2